No. 1
Density functional theory data (wB97M-V/def2-TZVPD) for 2 unconnected molecules or ions with the total composition C3H7NO3 in a non-equilibrium geometry.

Geometry as XYZ:
```
14
Properties=species:S:1:pos:R:3
O -0.868 -2.120 -1.425
C 0.103 -1.466 -1.178
C -0.064 0.099 -1.155
N -1.250 0.415 -0.404
C -1.318 0.044 0.894
O -0.401 -0.588 1.410
H 1.118 -1.818 -0.945
H 0.756 0.509 -0.552
H 0.100 0.471 -2.163
H -1.987 0.978 -0.777
H -2.232 0.181 1.478
O 2.298 1.261 1.869
H 1.592 0.608 2.009
H 2.153 1.425 0.940
```

Calculated values
Kohn-Sham gap   10.62 eV
E_tot   -398.96646 Ha
Structure (SMILES)   O=CCNC=O.O
Max |F|   0.0458 hartree/bohr
LUMO   0.02151 Ha
Relative energy (zero: lowest compared OMol25 entry of this formula, charge and spin)   1.937 eV
2S+1   1
HOMO level   -0.3688 hartree


No. 2
Density functional theory data (wB97M-V/def2-TZVPD) for a molecular structure, C26H28F5N3O3RuSbTe.

Geometry as XYZ:
```
68
Properties=species:S:1:pos:R:3
Ru 0.244 -0.684 0.145
C 4.483 0.878 0.115
O 3.578 1.852 -0.506
C 2.411 1.271 -0.570
N 2.324 0.021 -0.263
C 3.702 -0.451 0.046
C 3.768 -1.286 1.299
C 3.089 -0.896 2.452
C 3.147 -1.683 3.593
C 3.897 -2.850 3.593
C 4.587 -3.234 2.452
C 4.515 -2.455 1.305
C 1.222 2.055 -0.954
C 1.206 3.377 -1.362
C -0.030 3.946 -1.655
C -1.195 3.195 -1.536
C -1.072 1.883 -1.119
N 0.107 1.347 -0.851
C -2.165 0.921 -0.903
N -1.919 -0.297 -0.577
C -3.218 -0.971 -0.364
C -4.235 0.122 -0.791
O -3.407 1.306 -1.031
C -3.389 -2.239 -1.159
C -2.829 -2.373 -2.428
C -3.117 -3.489 -3.204
C -3.969 -4.472 -2.720
C -4.519 -4.348 -1.451
C -4.223 -3.236 -0.669
H 4.663 1.202 1.138
H 5.409 0.872 -0.448
H 4.051 -1.047 -0.799
H 2.521 0.030 2.458
H 2.619 -1.376 4.485
H 3.952 -3.456 4.488
H 5.186 -4.135 2.457
H 5.054 -2.754 0.412
H 2.123 3.944 -1.435
H -0.085 4.980 -1.968
H -2.168 3.618 -1.744
H -3.313 -1.191 0.701
H -4.959 0.371 -0.022
H -4.742 -0.120 -1.721
H -2.189 -1.593 -2.826
H -2.693 -3.582 -4.196
H -4.210 -5.330 -3.335
H -5.186 -5.111 -1.071
H -4.665 -3.136 0.316
C -1.172 -5.224 -0.770
Sb -0.347 -3.572 0.271
C -0.375 -4.056 2.334
C 1.741 -3.752 -0.163
H -0.655 -6.115 -0.413
H -1.011 -5.095 -1.838
H -2.237 -5.293 -0.562
H 0.298 -4.896 2.503
H -1.375 -4.330 2.661
H -0.023 -3.180 2.875
H 2.243 -4.177 0.703
H 2.201 -2.790 -0.390
H 1.852 -4.410 -1.025
F -0.947 2.509 3.990
Te -0.590 0.965 3.083
F 0.724 0.557 4.300
F -1.869 0.084 4.060
F 0.640 1.944 2.076
F -1.874 1.473 1.828
O -0.222 -0.543 2.084
```

Calculated values
Kohn-Sham gap (spin up / spin down)   7.74 / 6.14 eV
E_tot   -2499.46085 Ha
Net charge   +2
Max |F|   0.0128 hartree/bohr
LUMO (spin up / spin down)   -0.23798 / -0.30720 Ha
Relative energy (zero: lowest compared OMol25 entry of this formula, charge and spin)   0.000 eV
2S+1   6
HOMO level (spin up / spin down)   -0.5224 / -0.5328 hartree


No. 3
Density functional theory data (wB97M-V/def2-TZVPD) for a molecular structure, C21H25I2N3O2SbScSe4 in a non-equilibrium geometry.

Geometry as XYZ:
```
59
Properties=species:S:1:pos:R:3
Sc 0.151 -0.146 -0.150
C 1.517 2.919 -0.673
N 1.820 1.532 -1.057
C 1.791 1.398 -2.538
C 0.485 0.885 -3.120
C -0.745 1.694 -2.751
N -1.105 1.410 -1.354
C -2.277 1.739 -0.978
C -2.901 1.354 0.284
C -4.297 1.439 0.347
C -4.994 0.921 1.415
C -4.283 0.310 2.447
C -2.902 0.242 2.419
C -2.193 0.761 1.341
O -0.845 0.685 1.316
C 3.180 1.175 -0.595
C 3.472 1.432 0.881
C 2.430 0.888 1.860
N 1.853 -0.325 1.309
C 2.100 -1.456 1.846
C 1.764 -2.739 1.252
C 2.004 -3.902 1.999
C 1.854 -5.150 1.445
C 1.501 -5.243 0.094
C 1.275 -4.114 -0.665
C 1.358 -2.836 -0.097
O 1.065 -1.761 -0.809
H 2.281 3.600 -1.070
H 0.548 3.215 -1.059
H 1.479 3.025 0.408
H 2.036 2.372 -2.980
H 2.585 0.711 -2.827
H 0.594 0.867 -4.206
H 0.322 -0.161 -2.832
H -0.561 2.764 -2.892
H -1.575 1.412 -3.399
H -2.930 2.263 -1.680
H -4.828 1.881 -0.489
H -6.075 0.959 1.437
H -4.819 -0.131 3.278
H -2.342 -0.235 3.212
H 3.325 0.120 -0.822
H 3.915 1.743 -1.180
H 4.433 0.951 1.076
H 3.615 2.497 1.074
H 2.892 0.709 2.834
H 1.629 1.609 2.011
H 2.659 -1.493 2.785
H 2.317 -3.798 3.034
H 2.023 -6.042 2.034
H 1.399 -6.218 -0.367
H 1.012 -4.185 -1.712
Se -1.961 -3.484 -1.884
Sb -4.137 -2.148 -1.634
Se -4.544 -0.570 -3.356
Se -5.597 -2.948 0.039
Se -1.808 -1.502 -0.601
I -0.661 3.338 2.626
I -0.305 5.767 3.673
```

Calculated values
Kohn-Sham gap   6.31 eV
E_tot   -12332.26728 Ha
Max |F|   0.0640 hartree/bohr
LUMO   -0.05204 Ha
Relative energy (zero: lowest compared OMol25 entry of this formula, charge and spin)   1.006 eV
2S+1   1
HOMO level   -0.2838 hartree


No. 4
Density functional theory data (wB97M-V/def2-TZVPD) for 2 unconnected molecules or ions with the total composition C3H10N2OP in a non-equilibrium geometry.

Geometry as XYZ:
```
17
Properties=species:S:1:pos:R:3
C 2.550 0.585 0.428
C -2.111 0.922 -0.228
C -0.716 -1.695 0.610
N 0.629 1.157 0.352
N 3.089 -0.308 -0.154
O -0.105 -0.323 -1.635
P -0.479 0.040 -0.120
H 3.069 1.189 1.164
H -1.945 1.808 -0.692
H -2.844 0.382 -0.869
H -2.313 1.195 0.883
H -1.655 -2.223 0.338
H 0.115 -2.160 0.076
H -0.459 -1.540 1.635
H 0.529 1.458 1.289
H 3.086 -0.924 -0.966
H -0.439 0.437 -2.111
```

Calculated values
Kohn-Sham gap   10.47 eV
E_tot   -646.11102 Ha
Net charge   +1
Max |F|   0.0749 hartree/bohr
LUMO   -0.13100 Ha
Relative energy (zero: lowest compared OMol25 entry of this formula, charge and spin)   3.259 eV
2S+1   1
HOMO level   -0.5159 hartree


No. 5
Density functional theory data (wB97M-V/def2-TZVPD) for a molecular structure, C18H47BrN3O3PS2 in a non-equilibrium geometry.

Geometry as XYZ:
```
75
Properties=species:S:1:pos:R:3
O -1.267 4.005 2.969
S -1.079 3.311 1.766
O -0.596 1.753 2.146
Br 1.174 1.562 1.751
O -2.602 2.987 1.163
P -3.464 1.701 1.751
S -3.387 1.408 3.648
H -3.125 0.603 0.949
H -4.786 2.003 1.410
C 0.233 5.361 -1.890
C 1.586 5.247 -1.202
N 2.304 4.038 -1.558
C 3.431 3.758 -0.689
C 4.604 4.744 -0.675
C 2.531 3.831 -2.978
C 3.275 4.923 -3.756
H -0.365 4.464 -1.721
H -0.315 6.214 -1.488
H 0.331 5.514 -2.965
H 1.413 5.230 -0.122
H 2.169 6.158 -1.408
H 3.814 2.759 -0.923
H 3.041 3.682 0.331
H 5.207 4.674 -1.580
H 5.264 4.515 0.164
H 4.273 5.776 -0.556
H 1.559 3.681 -3.456
H 3.051 2.879 -3.110
H 2.886 5.920 -3.542
H 3.157 4.752 -4.827
H 4.345 4.920 -3.550
C -3.420 -2.642 1.972
C -3.035 -2.850 3.427
N -4.102 -3.418 4.227
C -3.863 -3.326 5.656
C -2.671 -4.093 6.240
C -4.642 -4.679 3.753
C -3.674 -5.855 3.567
H -4.339 -2.059 1.891
H -2.627 -2.095 1.458
H -3.559 -3.585 1.442
H -2.780 -1.870 3.836
H -2.114 -3.454 3.470
H -4.773 -3.629 6.181
H -3.735 -2.266 5.898
H -2.852 -5.167 6.274
H -2.496 -3.768 7.268
H -1.752 -3.913 5.681
H -5.135 -4.495 2.794
H -5.451 -4.983 4.422
H -2.772 -5.565 3.027
H -4.162 -6.640 2.985
H -3.379 -6.300 4.516
C 1.784 -3.778 -4.243
C 1.134 -2.812 -3.264
N 2.096 -2.092 -2.452
C 1.503 -1.409 -1.317
C 0.511 -0.275 -1.597
C 3.103 -1.342 -3.184
C 2.627 -0.286 -4.189
H 2.469 -4.452 -3.727
H 1.017 -4.383 -4.729
H 2.335 -3.259 -5.028
H 0.496 -3.393 -2.592
H 0.465 -2.137 -3.821
H 2.306 -1.028 -0.680
H 0.993 -2.164 -0.710
H 1.010 0.623 -1.961
H -0.001 -0.001 -0.672
H -0.255 -0.564 -2.318
H 3.732 -2.058 -3.720
H 3.777 -0.873 -2.462
H 1.840 -0.664 -4.843
H 3.462 0.013 -4.827
H 2.263 0.616 -3.699
```

Calculated values
Kohn-Sham gap   6.84 eV
E_tot   -4815.63852 Ha
Max |F|   0.0424 hartree/bohr
LUMO   -0.04201 Ha
Relative energy (zero: lowest compared OMol25 entry of this formula, charge and spin)   0.364 eV
2S+1   1
HOMO level   -0.2935 hartree


No. 6
Density functional theory data (wB97M-V/def2-TZVPD) for 6 unconnected molecules or ions with the total composition C41H69N2O13PS in a non-equilibrium geometry.

Geometry as XYZ:
```
127
Properties=species:S:1:pos:R:3
C 4.802 0.287 2.497
C 4.525 1.474 3.032
C 5.523 2.618 2.939
O 6.483 2.591 3.671
O 5.357 3.699 2.102
C 5.373 3.347 0.710
C 3.998 2.942 0.131
C 3.066 4.149 -0.207
C 2.644 5.010 1.034
C 2.148 4.062 2.157
C 0.976 4.681 3.029
C -0.185 3.684 2.965
C 0.038 2.389 3.532
N -0.864 1.443 3.518
C -2.032 1.789 2.895
C -3.067 0.792 2.795
P -2.707 -0.887 3.485
S -3.933 -1.456 4.895
C -4.263 1.072 2.184
C -5.377 0.042 2.067
C -5.217 -0.888 0.817
C -4.455 2.397 1.634
C -5.720 2.807 0.894
O -6.902 2.669 1.666
C -8.017 2.983 0.841
C -3.472 3.330 1.741
C -2.221 3.072 2.371
N -1.296 4.085 2.389
H 5.591 0.248 1.740
H 4.256 -0.605 2.807
H 3.544 1.604 3.503
H 5.675 4.262 0.176
H 6.126 2.579 0.461
H 4.213 2.465 -0.846
H 3.487 2.172 0.724
H 2.171 3.731 -0.704
H 3.555 4.786 -0.965
H 3.494 5.640 1.330
H 1.774 5.601 0.705
H 2.937 3.734 2.842
H 1.764 3.157 1.654
H 1.355 4.706 4.064
H 0.679 5.675 2.681
H 1.004 2.156 3.990
H -2.822 -1.753 2.369
H -1.345 -0.961 3.849
H -6.351 0.541 1.962
H -5.459 -0.527 3.004
H -6.209 -1.093 0.389
H -4.807 -1.856 1.140
H -4.539 -0.454 0.074
H -5.789 2.151 -0.003
H -5.599 3.840 0.519
H -8.224 4.068 0.831
H -8.881 2.423 1.227
H -7.876 2.661 -0.206
H -3.636 4.324 1.316
C -6.307 1.980 -5.023
C -5.675 2.143 -3.656
O -5.561 0.890 -2.979
C -4.523 0.040 -3.143
C -3.571 0.255 -4.296
O -4.416 -0.906 -2.418
H -5.696 1.357 -5.677
H -6.445 2.951 -5.501
H -7.278 1.491 -4.934
H -4.710 2.652 -3.701
H -6.321 2.760 -3.031
H -3.913 -0.325 -5.153
H -2.588 -0.098 -3.995
H -3.454 1.298 -4.584
C 2.091 -2.931 0.672
C 0.853 -3.491 1.343
O -0.285 -2.656 1.119
C -1.074 -2.740 0.028
C -0.594 -3.537 -1.156
O -2.104 -2.123 -0.009
H 1.975 -2.889 -0.412
H 2.963 -3.544 0.902
H 2.278 -1.911 1.013
H 0.646 -4.521 1.045
H 1.004 -3.506 2.423
H -0.066 -2.872 -1.843
H -1.461 -3.957 -1.659
H 0.042 -4.373 -0.892
C 7.318 9.732 3.481
C 5.883 9.250 3.431
O 5.593 8.598 2.192
C 5.837 7.297 1.961
C 6.712 6.519 2.907
O 5.415 6.781 0.957
H 8.023 8.902 3.423
H 7.506 10.281 4.404
H 7.526 10.387 2.634
H 5.629 8.610 4.277
H 5.212 10.106 3.479
H 7.742 6.555 2.550
H 6.364 5.489 2.905
H 6.672 6.857 3.940
C -4.265 -8.291 -2.589
C -3.326 -7.232 -3.127
O -2.573 -6.619 -2.078
C -1.421 -7.120 -1.594
C -1.018 -8.529 -1.942
O -0.772 -6.451 -0.832
H -3.720 -9.107 -2.114
H -4.877 -8.706 -3.392
H -4.923 -7.863 -1.832
H -2.667 -7.618 -3.907
H -3.907 -6.430 -3.583
H -1.394 -9.207 -1.174
H 0.067 -8.582 -1.966
H -1.363 -8.855 -2.920
C 3.744 -5.945 -3.752
C 4.050 -7.326 -3.212
O 2.855 -8.015 -2.832
C 2.098 -8.726 -3.682
C 2.321 -8.586 -5.167
O 1.207 -9.407 -3.245
H 3.141 -5.992 -4.659
H 4.667 -5.409 -3.979
H 3.175 -5.371 -3.020
H 4.641 -7.925 -3.907
H 4.642 -7.237 -2.302
H 1.661 -7.810 -5.555
H 2.073 -9.534 -5.640
H 3.349 -8.361 -5.439
```

Calculated values
Kohn-Sham gap   7.75 eV
E_tot   -3430.76830 Ha
Structure (SMILES)   C=CC(=O)OCCCCCCc1cnc2c([PH2]=S)c(CC)c(COC)cc2n1.CCOC(C)=O.CCOC(C)=O.CCOC(C)=O.CCOC(C)=O.CCOC(C)=O
Max |F|   0.0414 hartree/bohr
LUMO   0.00586 Ha
2S+1   1
HOMO level   -0.2791 hartree